[1]
ORCA calculation (ωB97M-V/def2-TZVPD) on a cluster of 15 separate species, H32NO14 in total at a distorted geometry.

LUMO energy ... -0.1205 Ha
Total energy ... -30669.5388 eV
Kohn-Sham gap ... 9.58 eV
E_HOMO ... -12.86 eV
Relative energy (zero: lowest compared OMol25 entry of this formula, charge and spin) ... 23.40 kcal per mole

Geometry as ORCA input:
```
! RIJCOSX wB97M-V def2-TZVPD def2/J DEFGRID3
* xyz 1 1
N -11.64901 7.22798 2.92859
H -10.69239 7.40960 3.08033
H -11.89579 7.80125 2.13541
H -12.21096 7.36870 3.75537
H -11.69553 6.25066 2.69384
O -11.88120 4.83590 5.49801
H -11.36946 5.38404 6.07489
H -12.69771 5.29803 5.33161
O -9.21616 6.70106 0.71304
H -9.84849 5.98855 0.54126
H -8.50318 6.57268 0.06069
O -13.78450 4.58400 2.92477
H -14.66158 4.69471 3.02575
H -13.55910 3.74255 3.32061
O -11.09775 3.28260 2.50361
H -11.95997 3.49775 2.14535
H -11.08061 2.36246 2.57099
O -14.16154 6.50135 5.26077
H -14.86906 6.12306 4.67997
H -14.46059 6.33635 6.14659
O -10.30868 9.75729 4.01206
H -10.82271 10.56812 4.03917
H -9.83925 9.78592 3.17628
O -9.50414 5.15847 3.67825
H -9.12088 5.02867 4.52505
H -10.21040 4.49309 3.62442
O -14.78485 8.88580 0.79006
H -14.19039 9.46674 1.21625
H -14.32170 8.09402 0.58977
O -11.15797 4.91338 0.34901
H -11.33987 4.47276 -0.46864
H -10.89589 4.22905 1.02305
O -13.11237 10.37496 2.51006
H -12.90236 11.27756 2.39075
H -13.10071 10.20812 3.47351
O -11.26290 8.61761 -0.00859
H -12.01516 9.08061 -0.33736
H -11.02328 7.89652 -0.58647
O -8.23487 7.97289 3.07876
H -7.58457 8.58283 2.73193
H -8.32524 7.30470 2.42985
O -13.46905 6.45800 0.82269
H -13.83381 6.00720 1.59674
H -13.52442 5.98946 0.03726
O -13.50719 9.03747 5.05716
H -13.13923 9.20276 5.90904
H -14.05116 8.30991 5.22443
*
```

[2]
ORCA calculation (ωB97M-V/def2-TZVPD) on a structure of composition C40H50AsBrClNO6P2S2Si3Ti at a distorted geometry.

LUMO energy ... 0.1377 Ha
Total energy ... -286473.8704 eV
Kohn-Sham gap ... 6.17 eV
E_HOMO ... -2.42 eV
Relative energy (zero: lowest compared OMol25 entry of this formula, charge and spin) ... 0.00 kcal per mole

Geometry as ORCA input:
```
! RIJCOSX wB97M-V def2-TZVPD def2/J DEFGRID3
* xyz -2 1
Ti -0.15498 -0.00610 -1.11397
S 0.20424 -0.09468 2.03257
P 1.68646 1.51722 1.25675
C 1.30842 1.46868 -0.33711
P 2.13730 1.69362 -1.87369
S 3.22625 0.24176 -2.75314
C 1.62464 3.14811 -2.87130
C 2.45529 3.50025 -3.93163
C 2.15870 4.56512 -4.76561
C 1.00393 5.30548 -4.53690
C 0.16702 4.98074 -3.48661
C 0.46830 3.90103 -2.65562
C 3.59102 2.70904 -1.08255
C 4.88060 2.22426 -0.87657
C 5.82037 2.92743 -0.13063
C 5.50063 4.15332 0.43251
C 4.23226 4.67820 0.21559
C 3.30858 3.96724 -0.53723
C 3.31909 1.03043 1.83212
C 3.96970 0.06337 1.06578
C 5.22424 -0.38579 1.44238
C 5.84463 0.14995 2.56147
C 5.21489 1.13968 3.30251
C 3.95173 1.57774 2.94389
C 1.01902 2.84328 2.29397
C 0.89564 2.71877 3.67799
C 0.30364 3.74061 4.40348
C -0.16711 4.87685 3.75787
C -0.05398 4.99365 2.38024
C 0.53172 3.97419 1.64386
H 3.34967 2.90734 -4.09133
H 2.81907 4.81249 -5.58777
H 0.75129 6.13720 -5.18522
H -0.74241 5.53452 -3.28982
H -0.10674 2.85185 -1.16370
H 5.13523 1.27012 -1.32098
H 6.80673 2.50173 0.02235
H 6.22594 4.69259 1.03148
H 3.96096 5.64345 0.62986
H 2.33301 4.41307 -0.70285
H 3.51392 -0.29838 0.14829
H 5.72304 -1.13445 0.83895
H 6.83036 -0.19591 2.85024
H 5.70083 1.56122 4.17300
H 3.46539 2.34312 3.53172
H 1.23257 1.81428 4.17898
H 0.19831 3.63674 5.47630
H -0.64174 5.66577 4.32982
H -0.43252 5.86962 1.86876
H 0.59528 4.04838 0.56745
O -0.37645 3.67481 -1.62419
Cl -2.34991 1.12592 -1.53280
O -2.72259 1.35678 -3.08451
O 0.53118 0.86682 -2.44300
O -0.77633 0.25932 0.89180
Br 1.77797 -0.54358 4.94379
C 1.17212 -1.44200 1.31349
C 2.04342 -2.29791 1.96602
C 2.69020 -3.23843 1.17258
C 2.43466 -3.33504 -0.18821
C 1.51292 -2.46367 -0.74163
N 0.93977 -1.53399 0.01580
C 0.91081 -2.55355 -2.13653
O 1.24193 -3.47033 -2.86711
O -0.00732 -1.67663 -2.31267
H 2.20757 -2.18810 3.03112
H 3.39897 -3.91224 1.63912
H 2.89766 -4.07377 -0.82697
C -1.13478 -5.17996 -0.25379
Si -2.43965 -4.22389 0.70692
C -1.74076 -3.84569 2.41321
C -3.88146 -5.41491 0.97428
As -2.72489 -2.18785 -0.41077
Si -3.70076 -2.82137 -2.46995
C -4.87048 -4.30164 -2.32210
C -2.32821 -3.32349 -3.63656
C -4.65552 -1.39883 -3.22433
Si -4.45735 -1.20448 0.85517
C -5.40872 0.16011 -0.01353
C -5.74040 -2.44920 1.48125
C -3.64719 -0.44738 2.37146
H -0.84613 -6.07150 0.31182
H -0.23930 -4.58005 -0.42412
H -1.49382 -5.50050 -1.23443
H -1.32005 -4.76013 2.84232
H -2.50539 -3.47623 3.10070
H -0.94603 -3.09781 2.38148
H -3.44232 -6.28293 1.47960
H -4.33969 -5.75853 0.04757
H -4.66552 -5.01285 1.61428
H -4.32626 -5.22494 -2.11311
H -5.37044 -4.42162 -3.28941
H -5.63896 -4.17533 -1.55668
H -1.66035 -4.07894 -3.21812
H -1.70147 -2.47231 -3.90055
H -2.79111 -3.72963 -4.54286
H -5.61407 -1.24307 -2.72688
H -4.86124 -1.67044 -4.26552
H -4.08807 -0.46014 -3.21960
H -5.84092 -0.13258 -0.96783
H -4.77775 1.02920 -0.19330
H -6.22320 0.44506 0.66181
H -6.07600 -3.15308 0.71764
H -6.61187 -1.89076 1.83795
H -5.34637 -3.02441 2.32188
H -3.06020 0.42793 2.09022
H -2.97541 -1.13887 2.88360
H -4.42491 -0.13954 3.07818
*
```

[3]
ORCA calculation (ωB97M-V/def2-TZVPD) on a cluster of 3 separate species, C38H35ClNO6 in total at a distorted geometry.

LUMO energy ... 0.0171 Ha
Total energy ... -66271.5762 eV
Kohn-Sham gap ... 3.22 eV
E_HOMO ... -2.76 eV

Geometry as ORCA input:
```
! RIJCOSX wB97M-V def2-TZVPD def2/J DEFGRID3
* xyz -1 1
C 3.91319 -0.23740 -3.45811
C 3.13802 -1.33245 -2.73609
O 3.73855 -1.99274 -1.92042
N 1.78946 -1.56900 -3.06451
C 1.46562 -2.99840 -2.95392
C 0.84728 -0.89366 -2.09711
Cl 1.66936 0.69526 -1.45393
O -0.28310 -0.56831 -2.93384
C -1.12950 0.38609 -2.35031
C -2.51255 0.26829 -3.02656
C -2.30295 0.31005 -4.55181
C -3.35475 -0.92328 -2.53209
C -3.31324 -1.09655 -0.99680
C -2.98659 -2.28073 -3.16020
H 4.66524 -0.65997 -4.12559
H 4.41897 0.33468 -2.67597
H 3.23889 0.45556 -3.96508
H 2.03654 -3.60676 -3.66105
H 1.62256 -3.33221 -1.92044
H 0.39412 -3.10588 -3.13128
H -1.17729 0.29462 -1.25851
H -0.78250 1.41417 -2.54435
H -3.05714 1.18360 -2.74947
H -3.09107 0.88818 -5.05292
H -2.25555 -0.67040 -5.02702
H -1.36468 0.81430 -4.79686
H -4.41056 -0.73197 -2.77748
H -2.30030 -1.36478 -0.67958
H -3.94165 -1.94346 -0.71214
H -3.62944 -0.15321 -0.54218
H -1.92089 -2.51062 -3.11011
H -3.53041 -3.05390 -2.60157
H -3.33200 -2.37423 -4.19517
C 4.15723 1.78668 -0.38548
C 5.43537 1.37519 -0.01220
C 6.44291 2.30627 0.18821
C 6.18356 3.65935 0.00600
C 4.90591 4.07487 -0.39173
C 3.89637 3.13564 -0.57508
C 4.62065 5.51107 -0.63810
O 3.51613 5.88524 -0.97883
C 5.72729 6.49598 -0.46601
C 5.49626 7.83783 -0.74569
C 6.51085 8.76533 -0.57789
C 7.76039 8.35766 -0.12080
C 7.99683 7.02124 0.15410
C 6.98499 6.08507 -0.02607
C 7.26462 4.64557 0.24096
O 8.36131 4.29722 0.63807
H 3.35131 1.04257 -0.53878
H 5.64171 0.32039 0.12269
H 7.43241 1.98187 0.48270
H 2.90582 3.45568 -0.87127
H 4.52367 8.15481 -1.09795
H 6.32962 9.80938 -0.80131
H 8.55116 9.08474 0.01670
H 8.96920 6.70236 0.50513
C -8.52097 -2.04365 4.15985
C -8.54666 -2.67528 5.39973
C -7.46793 -3.43879 5.81304
C -6.36194 -3.58421 4.98376
C -6.34669 -2.96932 3.73074
C -7.42446 -2.19061 3.32703
C -5.19179 -3.15260 2.80868
O -5.17287 -2.61783 1.72095
C -4.06281 -4.01415 3.24759
C -3.00171 -4.23908 2.37821
C -1.93615 -5.02788 2.77815
C -1.92201 -5.58882 4.05184
C -2.97926 -5.37213 4.92032
C -4.05733 -4.59187 4.51933
C -5.20114 -4.39349 5.44814
O -5.19445 -4.88333 6.56056
H -9.36157 -1.43984 3.84212
H -9.41003 -2.56882 6.04434
H -7.48528 -3.92564 6.77896
H -7.40584 -1.70410 2.36086
H -3.00985 -3.79980 1.38910
H -1.11281 -5.20484 2.09821
H -1.08449 -6.19917 4.36481
H -2.96921 -5.81170 5.90870
*
```

[4]
ORCA calculation (ωB97M-V/def2-TZVPD) on a structure of composition C12H25BLiN at a distorted geometry.

LUMO energy ... -0.0989 Ha
Total energy ... -15216.4316 eV
Kohn-Sham gap ... 3.84 eV
E_HOMO ... -6.53 eV

Geometry as ORCA input:
```
! RIJCOSX wB97M-V def2-TZVPD def2/J DEFGRID3
* xyz 0 1
C -2.18496 0.73210 3.31196
C -2.00515 -0.06006 2.40032
B -1.38150 -1.08351 1.31176
C -1.14262 -0.36452 -0.16832
C -2.24230 0.63908 -0.61700
C -1.96947 2.15899 -0.34530
C -0.71568 2.51057 0.47939
C 0.55756 2.80162 -0.36355
C 0.71052 1.82854 -1.55160
C 1.85942 0.82313 -1.26806
C 1.78498 -0.34594 -2.28845
N -0.08113 -1.75912 1.81492
C 0.40234 -2.77973 0.91366
C 1.58514 -3.61388 1.52075
H -2.24358 1.44762 4.10428
H -2.18350 -1.98271 1.10769
H -0.11604 0.03678 -0.22852
H -1.18128 -1.21026 -0.88594
H -2.35667 0.52373 -1.71379
H -3.20254 0.34245 -0.17357
H -2.86050 2.61916 0.10499
H -1.86763 2.64965 -1.33188
H -0.44751 1.77267 1.24295
H -0.95177 3.43283 1.03941
H 0.63179 3.86267 -0.64503
H 1.42048 2.63317 0.30825
H 0.97329 2.40661 -2.45570
H -0.17886 1.21988 -1.74399
H 1.66825 0.39728 -0.27324
H 2.82254 1.34481 -1.32156
H 0.76475 -0.53158 -2.64111
H 2.12489 -1.25352 -1.74364
H 2.47229 -0.10800 -3.11844
H 0.66048 -1.06154 1.89747
H -0.40651 -3.48568 0.67243
H 0.77839 -2.38869 -0.07129
H 1.43373 -4.68981 1.35038
H 2.55300 -3.34244 1.05433
H 1.68056 -3.38328 2.59016
Li 2.83479 -2.73907 -2.27510
*
```